Here is a molecular structure, C27H19ErN6O7S at a distorted geometry from OMol25. Energies are from the ωB97M-V functional and the def2-TZVPD basis.

The gap between HOMO and LUMO (spin up / spin down) comes out at 5.65 / 5.68 eV. Its expectation value of S² is 3.752.

The geometry in ORCA input format:
```
! wB97M-V def2-TZVPD RIJCOSX def2/J DEFGRID3
* xyz 0 4
Er 0.69 -1.89 -0.07
O 5.57 -3.60 2.49
C 5.51 -4.15 1.30
O 6.48 -4.69 0.77
C 4.17 -4.05 0.49
C 3.95 -4.70 -0.72
N 2.64 -4.44 -1.01
N 2.03 -3.65 -0.13
C 2.93 -3.44 0.88
C 2.52 -2.60 2.01
O 3.30 -2.50 2.96
O 1.42 -1.89 1.94
H 4.64 -3.20 2.80
H 4.68 -5.26 -1.28
H 2.07 -4.89 -1.73
O 3.97 7.02 -0.38
S 3.43 6.90 0.98
O 3.84 5.75 1.79
O 3.07 8.13 1.66
C 2.02 5.97 0.23
N 0.96 6.71 -0.14
C -0.06 6.15 -0.68
C 0.00 4.82 -1.07
C 1.12 4.10 -0.66
N 2.09 4.68 0.02
C 1.27 2.68 -0.96
C 2.41 2.03 -0.38
C 2.58 0.70 -0.50
N 1.61 -0.11 -1.03
C 0.65 0.55 -1.78
C 0.36 1.88 -1.70
H -0.92 6.81 -0.78
H -0.79 4.43 -1.68
H 3.12 2.69 0.15
H 3.47 0.17 -0.17
H 0.16 -0.07 -2.53
H -0.49 2.39 -2.16
N -1.39 -2.39 -0.17
C -2.51 -1.86 -0.01
C -3.72 -2.49 -0.59
C -3.48 -3.49 -1.52
C -4.54 -4.16 -2.11
C -5.88 -3.77 -1.85
C -6.14 -2.77 -0.93
C -5.05 -2.15 -0.31
C -2.65 -0.55 0.79
C -1.76 -0.29 1.79
C -1.69 0.93 2.41
C -2.48 1.98 1.97
C -3.36 1.76 0.87
C -3.47 0.49 0.31
H -2.43 -3.66 -1.79
H -4.30 -4.98 -2.72
H -6.64 -4.27 -2.35
H -7.12 -2.39 -0.68
H -5.23 -1.32 0.40
H -1.07 -1.11 2.08
H -0.99 1.11 3.24
H -2.36 3.01 2.28
H -3.91 2.57 0.46
H -4.24 0.36 -0.48
*
```

Here is a molecular structure, C27H19FN9NdO4SSe4Te at a distorted geometry from OMol25. Energies are from the ωB97M-V functional and the def2-TZVPD basis.

The gap between HOMO and LUMO (spin up / spin down) comes out at 5.79 / 5.80 eV. Its expectation value of S² is 3.754.

The geometry in ORCA input format:
```
! wB97M-V def2-TZVPD RIJCOSX def2/J DEFGRID3
* xyz 0 4
Nd 0.09 -1.05 -0.31
Se -6.84 1.91 3.38
N -5.10 2.23 3.65
C -4.49 1.51 2.74
C -3.02 1.44 2.62
C -2.21 2.07 3.57
C -0.86 2.01 3.40
C -0.34 1.36 2.27
N -1.12 0.73 1.38
C -2.45 0.72 1.58
C -3.26 -0.03 0.62
N -2.62 -0.67 -0.38
C -3.34 -1.34 -1.28
C -4.74 -1.36 -1.26
C -5.38 -0.70 -0.22
C -4.65 -0.02 0.73
C -5.31 0.76 1.82
N -6.61 0.82 1.98
H -2.65 2.65 4.39
H -0.20 2.51 4.10
H 0.74 1.32 2.07
H -2.75 -1.81 -2.08
H -5.25 -1.87 -2.03
H -6.45 -0.68 -0.21
Se -1.01 -2.67 2.00
Se -1.88 -4.02 0.28
Te -0.14 -4.19 -1.50
Se -0.37 -2.28 -3.09
C 4.07 -0.58 -3.94
N 2.71 -0.19 -4.15
C 2.12 -0.11 -5.39
C 0.89 0.39 -5.21
N 0.72 0.64 -3.86
C 1.90 0.31 -3.19
S 2.38 0.48 -1.57
C -0.46 1.22 -3.34
C -1.43 1.72 -4.18
C -2.57 2.24 -3.63
C -2.70 2.34 -2.23
C -1.65 1.88 -1.47
N -0.58 1.27 -2.02
H 4.40 -1.22 -4.76
H 4.20 -1.09 -2.98
H 4.74 0.27 -3.94
H 2.59 -0.45 -6.29
H 0.10 0.54 -5.90
H -1.34 1.70 -5.26
H -3.34 2.58 -4.28
H -3.56 2.80 -1.78
H -1.67 1.95 -0.41
F 7.40 -1.53 2.45
C 6.19 -1.10 2.79
C 5.09 -1.76 2.54
N 3.88 -1.41 3.10
C 2.70 -2.20 2.78
C 2.08 -1.65 1.52
O 1.94 -2.31 0.45
O 1.72 -0.43 1.57
C 3.75 -0.32 3.93
O 2.72 0.03 4.45
N 4.95 0.35 4.17
C 6.16 0.15 3.50
O 7.08 0.95 3.49
H 5.13 -2.64 1.91
H 1.98 -2.12 3.61
H 3.00 -3.25 2.63
H 4.89 1.21 4.73
*
```

Here is a molecular structure, C27H19I2MnN9Se from OMol25. Energies are from the ωB97M-V functional and the def2-TZVPD basis.

The gap between HOMO and LUMO (spin up / spin down) comes out at 7.61 / 7.57 eV. Its expectation value of S² is 1.006.

The geometry in ORCA input format:
```
! wB97M-V def2-TZVPD RIJCOSX def2/J DEFGRID3
* xyz 2 2
Mn 0.15 -0.32 -0.92
N -2.19 1.55 2.26
C -1.37 0.73 1.62
N -0.97 0.91 0.39
C -1.37 2.07 -0.29
N -0.89 2.36 -1.46
N -0.03 1.38 -1.89
C 0.67 1.61 -2.92
C 1.58 0.54 -3.32
C 2.39 0.62 -4.43
C 3.22 -0.44 -4.74
C 3.22 -1.56 -3.92
C 2.37 -1.57 -2.82
N 1.57 -0.55 -2.52
C -2.35 2.95 0.33
C -2.90 4.04 -0.33
C -3.84 4.83 0.30
C -4.24 4.53 1.61
C -3.70 3.46 2.28
C -2.76 2.67 1.63
H -2.44 1.35 3.22
H -1.02 -0.14 2.17
H 0.59 2.55 -3.45
H 2.37 1.51 -5.04
H 3.87 -0.41 -5.61
H 3.85 -2.41 -4.13
H 2.34 -2.42 -2.15
H -2.58 4.26 -1.34
H -4.27 5.67 -0.21
H -4.97 5.15 2.10
H -4.00 3.22 3.30
Se 2.73 -3.34 5.63
N 3.38 -2.09 4.57
C 2.58 -2.01 3.54
C 2.77 -1.09 2.42
C 3.86 -0.22 2.33
C 3.95 0.62 1.25
C 2.95 0.59 0.28
N 1.91 -0.23 0.35
C 1.83 -1.08 1.40
C 0.70 -2.01 1.40
N -0.10 -1.97 0.32
C -1.15 -2.79 0.28
C -1.45 -3.68 1.30
C -0.62 -3.73 2.40
C 0.48 -2.88 2.46
C 1.44 -2.89 3.56
N 1.33 -3.67 4.61
H 4.60 -0.22 3.12
H 4.78 1.31 1.13
H 2.98 1.25 -0.58
H -1.77 -2.74 -0.60
H -2.32 -4.32 1.22
H -0.80 -4.42 3.22
I -1.33 -1.72 -3.37
C -3.43 -1.38 -3.21
I -3.98 -0.28 -1.49
H -3.91 -2.35 -3.17
H -3.72 -0.81 -4.08
*
```

Here is a molecular structure, C27H19N5O4ReS from OMol25. Energies are from the ωB97M-V functional and the def2-TZVPD basis.

The gap between HOMO and LUMO (spin up / spin down) comes out at 6.74 / 6.81 eV. Its expectation value of S² is 0.940.

The geometry in ORCA input format:
```
! wB97M-V def2-TZVPD RIJCOSX def2/J DEFGRID3
* xyz 2 2
Re 0.69 0.71 -0.46
O 4.10 2.41 -2.04
C 2.99 2.01 -1.82
N 2.40 1.79 -0.56
C 3.07 2.19 0.61
O 4.07 2.84 0.69
C 2.31 1.72 1.82
C 2.74 1.99 3.10
C 1.97 1.54 4.16
C 0.79 0.85 3.90
C 0.42 0.62 2.59
N 1.17 1.05 1.56
C 2.03 1.64 -2.92
C 2.33 1.81 -4.25
C 1.38 1.46 -5.20
C 0.16 0.95 -4.78
C -0.08 0.80 -3.42
N 0.85 1.13 -2.51
H 3.66 2.55 3.23
H 2.27 1.73 5.18
H 0.16 0.48 4.70
H -0.49 0.09 2.34
H 3.30 2.22 -4.51
H 1.59 1.59 -6.25
H -0.60 0.66 -5.48
H -1.01 0.40 -3.05
O 1.65 -1.30 -0.92
S 0.39 -2.08 -0.86
O -0.15 -2.66 -2.04
N -0.54 -0.78 -0.37
C -1.92 -0.60 -0.21
C -2.92 -1.53 -0.16
C -4.25 -1.09 0.02
C -4.55 0.24 0.14
C -3.53 1.22 0.08
C -3.75 2.61 0.17
C -2.68 3.47 0.08
C -1.39 2.96 -0.11
N -1.15 1.66 -0.19
C -2.21 0.78 -0.10
C 0.49 -3.24 0.43
C -0.29 -4.39 0.33
C -0.24 -5.31 1.36
C 0.59 -5.08 2.45
C 1.38 -3.93 2.52
C 1.33 -3.00 1.51
H -2.70 -2.59 -0.25
H -5.04 -1.83 0.06
H -5.58 0.55 0.27
H -4.75 2.99 0.31
H -2.81 4.54 0.15
H -0.54 3.62 -0.19
H -0.90 -4.57 -0.55
H -0.82 -6.21 1.31
H 0.64 -5.81 3.25
H 2.04 -3.78 3.36
H 1.96 -2.12 1.53
*
```

Here is a molecular structure, C27H20AsF5N5O5PS6Zr from OMol25. Energies are from the ωB97M-V functional and the def2-TZVPD basis.

The gap between HOMO and LUMO comes out at 6.32 eV.

The geometry in ORCA input format:
```
! wB97M-V def2-TZVPD RIJCOSX def2/J DEFGRID3
* xyz -2 1
Zr 0.42 -0.73 -1.75
N 1.89 -4.95 -2.30
C 1.90 -3.87 -1.52
N 1.21 -2.93 -2.11
C 0.79 -3.49 -3.28
N 1.19 -4.73 -3.44
C -0.04 -2.69 -4.18
C -0.59 -3.18 -5.32
N -1.64 -2.50 -5.93
C -1.80 -1.28 -5.58
C -0.82 -0.55 -4.70
N -0.29 -1.44 -3.71
H 2.35 -5.83 -2.16
H 2.40 -3.81 -0.57
H -0.37 -4.18 -5.67
H -2.67 -0.74 -5.95
H -1.27 0.31 -4.23
O -3.75 0.17 -1.51
C -2.61 0.52 -1.28
O -1.54 -0.12 -1.65
C -2.32 1.83 -0.55
P -0.75 1.72 0.41
C -1.37 1.33 2.09
C -0.63 1.76 3.20
C -1.01 1.39 4.49
C -2.13 0.59 4.68
C -2.86 0.16 3.59
C -2.49 0.53 2.30
C -0.35 3.50 0.63
C -1.20 4.40 1.28
C -0.86 5.73 1.39
C 0.35 6.19 0.87
C 1.20 5.31 0.23
C 0.86 3.96 0.12
H -3.18 2.14 0.04
H -2.14 2.57 -1.33
H 0.22 2.40 3.06
H -0.42 1.73 5.33
H -2.42 0.29 5.68
H -3.72 -0.48 3.73
H -3.05 0.15 1.46
H -2.13 4.04 1.70
H -1.53 6.42 1.90
H 0.61 7.24 0.96
H 2.14 5.65 -0.18
H 1.53 3.27 -0.38
S 0.49 0.17 -5.86
As 1.91 0.97 -4.33
S 0.64 1.70 -2.71
S 2.75 -0.70 -3.26
S 3.17 2.31 -5.32
C -0.41 -4.00 1.14
S -1.13 -2.61 0.27
O -0.01 -1.58 0.26
O -2.26 -2.19 1.05
O -1.39 -3.05 -1.09
H 0.60 -3.76 1.45
H -0.41 -4.86 0.47
H -1.03 -4.21 2.01
F 2.47 -1.08 5.72
C 2.48 -0.80 4.41
C 2.52 0.50 3.96
F 2.54 1.51 4.85
C 2.51 0.78 2.60
F 2.55 2.07 2.26
C 2.45 -0.21 1.61
S 2.47 0.21 -0.08
C 2.47 -1.51 2.12
F 2.57 -2.55 1.28
C 2.46 -1.81 3.46
F 2.48 -3.10 3.87
*
```

Here is a molecular structure, C27H20BrF4LiN4OPS2Te at a distorted geometry from OMol25. Energies are from the ωB97M-V functional and the def2-TZVPD basis.

The gap between HOMO and LUMO comes out at 6.25 eV.

The geometry in ORCA input format:
```
! wB97M-V def2-TZVPD RIJCOSX def2/J DEFGRID3
* xyz -1 1
Li 1.01 -2.49 0.01
F -6.29 0.02 -0.97
C -4.95 0.13 -0.85
C -4.38 1.38 -0.63
F -5.16 2.47 -0.58
C -3.00 1.47 -0.46
F -2.53 2.72 -0.22
C -2.14 0.39 -0.58
P 0.03 0.08 -0.23
C 0.17 0.44 -2.01
C 0.71 -0.53 -2.84
C 0.70 -0.36 -4.21
C 0.17 0.79 -4.77
C -0.37 1.77 -3.94
C -0.38 1.59 -2.57
C 0.05 1.71 0.61
C 0.82 2.80 0.22
C 0.78 3.97 0.95
C 0.00 4.06 2.09
C -0.75 2.97 2.50
C -0.72 1.81 1.76
C -2.75 -0.81 -0.85
Br -1.67 -2.39 -1.19
C -4.13 -0.98 -0.95
F -4.67 -2.20 -1.13
H 1.15 -1.43 -2.42
H 1.11 -1.14 -4.85
H 0.16 0.92 -5.84
H -0.79 2.67 -4.37
H -0.82 2.35 -1.93
H 1.44 2.73 -0.66
H 1.36 4.83 0.63
H -0.04 4.99 2.65
H -1.36 3.04 3.39
H -1.33 0.96 2.05
Te 2.57 -0.26 0.11
C 3.55 0.62 -1.55
C 4.80 0.25 -1.94
C 5.28 0.94 -3.07
C 4.39 1.85 -3.54
S 2.95 1.86 -2.60
H 5.35 -0.52 -1.42
H 6.25 0.77 -3.52
H 4.46 2.49 -4.40
S 1.01 -7.04 -0.68
C 1.00 -5.48 -0.40
N 0.98 -4.32 -0.17
C -1.29 -2.23 5.10
N -0.31 -2.11 4.06
C 1.11 -2.22 4.25
C 1.62 -2.03 2.81
O 2.78 -1.96 2.48
N 0.54 -1.95 1.99
C -0.55 -2.00 2.74
N -1.78 -1.89 2.24
H -0.80 -2.05 6.06
H -1.74 -3.22 5.12
H -2.07 -1.47 4.98
H 1.41 -3.20 4.63
H 1.50 -1.45 4.92
H -1.85 -1.94 1.23
H -2.58 -2.17 2.77
*
```

Here is 15 unconnected molecules or ions with the total composition C27H20Cl56IN3O4 at a distorted geometry from OMol25. Energies are from the ωB97M-V functional and the def2-TZVPD basis.

The gap between HOMO and LUMO comes out at 9.49 eV.

The geometry in ORCA input format:
```
! wB97M-V def2-TZVPD RIJCOSX def2/J DEFGRID3
* xyz 0 1
N 0.30 -1.83 -2.74
C -0.01 -1.43 -1.71
C -0.47 -0.96 -0.39
C -0.95 -2.18 0.48
C -0.71 -3.60 -0.06
C -1.74 -4.10 -1.08
I -1.69 -6.21 -1.25
C 0.76 -0.37 0.36
C 1.74 0.55 -0.40
O 3.09 0.17 -0.08
C 3.66 -0.74 -0.92
O 4.01 -0.50 -2.05
C -1.64 0.08 -0.55
C -2.03 0.42 0.84
N -2.30 0.62 1.94
C -2.93 -0.46 -1.24
C -2.92 -0.48 -2.78
N -3.71 0.65 -3.33
C -1.27 1.45 -1.17
O -0.71 1.29 -2.46
O -0.78 2.57 -3.09
H -0.40 -2.13 1.43
H -2.01 -2.10 0.74
H -0.82 -4.27 0.80
H 0.31 -3.75 -0.42
H -1.66 -3.62 -2.06
H -2.74 -3.85 -0.70
H 1.36 -1.23 0.68
H 0.44 0.12 1.29
H 1.65 1.57 -0.03
H 1.58 0.59 -1.48
H 3.80 -1.74 -0.46
H -3.73 0.22 -0.94
H -3.21 -1.45 -0.86
H -3.37 -1.43 -3.09
H -1.93 -0.46 -3.21
H -4.66 0.33 -3.49
H -3.37 0.82 -4.27
H -0.60 2.02 -0.52
H -2.20 2.03 -1.25
H -1.69 2.60 -3.42
C 0.69 3.88 2.64
Cl -0.09 3.24 1.18
Cl -0.53 4.45 3.78
Cl 1.62 2.57 3.36
Cl 1.77 5.20 2.17
C 3.49 5.58 6.04
Cl 1.82 5.10 5.73
Cl 4.45 4.97 4.68
Cl 3.62 7.34 6.10
Cl 4.04 4.89 7.56
C -5.16 4.35 3.51
Cl -5.95 2.86 4.03
Cl -6.18 5.17 2.31
Cl -4.93 5.41 4.90
Cl -3.59 3.99 2.79
C -4.19 -4.28 -5.93
Cl -3.55 -4.86 -4.39
Cl -4.67 -5.66 -6.91
Cl -5.60 -3.25 -5.63
Cl -2.95 -3.35 -6.77
C -3.56 -1.44 5.72
Cl -4.18 -1.35 7.37
Cl -4.18 -0.10 4.77
Cl -1.79 -1.36 5.76
Cl -4.06 -2.97 4.99
C -5.90 -7.23 -1.17
Cl -5.01 -8.55 -1.93
Cl -5.01 -6.65 0.24
Cl -6.06 -5.91 -2.34
Cl -7.49 -7.79 -0.67
C 3.99 2.32 -4.67
Cl 4.68 0.96 -5.56
Cl 5.03 2.70 -3.29
Cl 3.90 3.73 -5.73
Cl 2.38 1.90 -4.10
C -5.58 7.64 8.39
Cl -7.04 7.08 7.57
Cl -4.15 7.03 7.54
Cl -5.54 9.40 8.41
Cl -5.57 7.03 10.05
C -8.76 -11.22 -2.72
Cl -8.71 -12.62 -3.80
Cl -7.88 -9.88 -3.46
Cl -10.44 -10.74 -2.45
Cl -8.01 -11.63 -1.18
C 1.90 6.88 11.01
Cl 2.38 7.04 9.32
Cl 0.21 7.33 11.20
Cl 2.12 5.20 11.52
Cl 2.91 7.93 12.01
C 6.53 2.62 1.84
Cl 6.64 1.81 0.28
Cl 7.34 4.19 1.77
Cl 4.82 2.86 2.24
Cl 7.28 1.64 3.10
C 7.00 -2.57 0.06
Cl 6.41 -1.88 -1.46
Cl 5.65 -3.30 0.94
Cl 8.21 -3.81 -0.29
Cl 7.72 -1.29 1.03
C 7.23 1.67 -9.46
Cl 6.18 1.99 -10.84
Cl 8.11 0.16 -9.72
Cl 8.38 3.00 -9.27
Cl 6.25 1.53 -7.99
C 9.27 -2.21 -6.82
Cl 9.99 -2.91 -5.36
Cl 8.65 -3.51 -7.84
Cl 7.96 -1.13 -6.37
Cl 10.51 -1.32 -7.70
*
```